1.
11
Properties=species:S:1:pos:R:3:forces:R:3:nbo_charge:R:1 method="wB97M-V/def2-TZVPD" total_charge=+1 energy_ev=-16376.6048 multiplicity=2 orbital_gap_ev="9.089 / 7.220" homo_energy_ha="-0.478 / -0.492"
O -1.3455 0.6288 -1.1652 0.35 -0.08 0.82 -0.64
C -1.5385 -0.4746 -0.8124 -1.08 -1.36 -1.74 1.09
C 1.5308 0.0528 -0.0570 0.32 0.23 -1.00 0.75
O 0.6638 -0.7159 0.4739 -0.49 2.37 -0.03 -0.89
O -1.8743 -1.5888 -0.7444 0.75 1.59 0.81 -0.45
C 1.7187 1.3903 0.0851 -0.36 0.07 0.01 -0.85
Li 0.0446 2.0013 -1.3907 0.15 -0.22 0.25 0.96
F 2.2550 -0.5706 -1.0214 0.13 0.05 0.34 -0.34
H 2.5891 1.8566 -0.3751 -0.27 -0.16 0.11 0.26
H 1.1747 1.9008 0.8807 0.33 -0.17 -0.05 0.24
Hg 0.6009 -2.6868 0.8832 0.16 -2.33 0.46 0.87

=====

2.
186
Properties=species:S:1:pos:R:3:forces:R:3:mulliken_charge:R:1 method="wB97M-V/def2-TZVPD" total_charge=+4 energy_ev=-219396.1223 orbital_gap_ev=9.207 homo_energy_ha=-0.542
C -7.0496 -14.4027 3.5179 1.99 0.10 2.06 -1.28
C -8.1610 -13.5015 3.8882 0.29 2.51 -1.30 0.25
C -9.2732 -13.8817 4.7758 -1.83 -1.17 1.45 -0.68
O -8.8057 -14.2187 6.0567 1.63 0.43 -0.17 -0.30
C -9.5513 -14.9666 6.9895 -1.27 0.61 0.62 -0.74
N -7.5049 -12.2515 4.6355 -0.77 0.01 -3.28 -0.34
H -8.1403 -11.4260 4.6479 0.70 -0.67 0.14 0.36
H -7.2292 -12.5384 5.5221 0.23 -0.61 2.52 0.31
H -6.6386 -12.0676 4.1227 -0.23 0.56 0.01 0.35
H -6.2188 -13.9920 2.9088 -0.93 0.23 -0.06 0.36
H -7.3939 -15.3006 3.0548 -0.18 -0.70 -0.01 0.35
H -6.5585 -14.5505 4.5129 -0.11 -1.05 -0.79 0.36
H -8.5683 -13.0687 2.9667 -0.27 0.12 0.29 0.32
H -9.9198 -14.6882 4.4029 0.35 0.08 -0.43 0.45
H -9.9136 -13.0072 4.8660 -0.41 0.26 -0.10 0.39
H -10.3730 -14.3539 7.4768 0.89 -0.57 -0.61 0.28
H -8.8584 -15.2921 7.7623 0.03 0.14 -0.04 0.25
H -9.9962 -15.8531 6.5516 -0.12 -0.17 -0.31 0.32
C -6.5010 -26.7808 9.0815 -1.24 1.36 -0.45 -1.53
C -7.4013 -27.7325 8.2857 0.33 1.14 -1.43 1.29
C -7.2917 -27.5833 6.7278 -1.13 0.35 0.91 -0.37
O -5.9952 -27.9516 6.4432 1.46 0.11 -2.00 -0.37
C -5.5980 -27.7678 5.0215 -0.30 -0.29 2.28 -0.84
N -6.9330 -29.0795 8.5215 0.01 -1.17 2.39 0.45
H -7.6619 -29.7278 8.2513 0.19 -0.89 -0.82 -0.33
H -5.9885 -29.1961 8.1533 -0.32 -0.34 -0.92 0.45
H -6.7768 -29.2794 9.5176 -0.22 0.26 0.24 0.31
H -6.8745 -26.6715 10.1029 0.43 -0.59 0.14 0.46
H -6.7882 -25.8048 8.6823 0.44 0.23 -0.11 0.46
H -5.4046 -26.8726 9.0087 -0.63 -0.40 -0.03 0.30
H -8.4636 -27.6126 8.5361 0.38 -0.22 0.37 -0.56
H -7.5273 -26.5575 6.4804 0.23 0.68 -0.05 0.57
H -8.0710 -28.1537 6.1679 0.57 -0.21 0.56 -0.06
H -5.5133 -26.7192 4.7825 -0.35 0.40 -0.09 0.30
H -6.3169 -28.3019 4.4323 -0.28 -0.12 -0.62 0.31
H -4.6144 -28.1934 4.9434 0.28 -0.36 -0.08 0.27
C -10.2202 -34.9618 10.3595 -1.06 2.36 1.00 -1.17
C -9.3237 -34.6040 11.4919 0.36 0.03 -1.44 0.60
O -9.5503 -34.7502 12.6298 -0.11 -0.19 1.18 -0.43
N -7.9735 -33.9829 11.1418 -0.03 0.23 0.39 0.56
H -8.1144 -33.1648 10.4978 0.23 -0.87 0.19 0.02
H -7.6910 -33.5582 12.0508 0.33 -0.25 -0.31 0.36
C -6.9125 -34.9837 10.6451 1.12 2.01 0.34 -0.78
H -11.1769 -34.4509 10.6109 0.62 -0.02 -0.31 0.29
H -10.5016 -35.9452 10.4117 -0.28 -2.74 0.16 0.49
H -9.9399 -34.7036 9.3725 0.62 0.41 -0.83 0.24
H -5.9413 -34.3382 10.5463 -1.82 -1.55 0.30 0.24
H -7.2376 -35.3000 9.6801 -0.14 -0.29 -0.71 0.43
H -6.8062 -35.8619 11.3076 -0.16 0.83 -0.05 0.32
C -15.5497 -24.6538 8.1772 0.88 0.46 0.26 -0.72
C -15.4436 -23.8288 9.4969 0.11 -0.05 -2.05 0.53
O -16.3664 -23.4891 10.1250 -0.61 0.21 0.82 -0.37
N -14.0452 -23.3353 10.0535 -0.11 0.78 0.19 0.08
H -13.3772 -24.1333 10.1514 0.11 0.58 -0.60 0.19
H -13.6443 -22.5134 9.4971 -0.48 -1.96 0.37 0.40
C -14.1739 -22.7844 11.4394 0.42 -0.48 1.57 -0.93
H -14.8453 -24.3315 7.3342 -1.06 -0.24 1.32 0.29
H -16.6340 -24.6791 7.8815 1.24 0.24 0.31 0.35
H -15.2311 -25.6642 8.4651 -0.04 0.03 -0.24 0.12
H -13.1887 -22.7385 11.8951 0.33 -0.19 -0.38 0.35
H -14.7581 -23.3966 12.1431 -0.03 -0.09 -0.87 0.37
H -14.5428 -21.7857 11.5032 -0.60 0.57 -0.61 0.39
C 3.9414 -29.1151 13.5982 -2.35 -1.17 -0.83 -1.15
C 4.1633 -29.7457 14.8895 -0.48 0.04 1.02 0.77
O 3.5753 -30.8026 15.3281 -0.04 2.30 -1.67 -0.50
N 4.9899 -29.1081 15.6573 2.43 0.56 0.18 -0.21
H 5.7430 -28.6127 15.1486 -1.09 0.08 0.55 0.32
H 2.9069 -31.2121 14.4682 1.04 -0.88 1.97 0.32
C 5.4263 -29.7151 16.8847 0.48 -1.14 1.02 -0.78
H 2.8775 -28.9031 13.5295 -0.50 0.05 0.22 0.34
H 4.0031 -29.9295 12.9008 0.65 0.00 -1.11 0.36
H 4.3738 -28.1723 13.3535 1.09 0.18 0.01 0.39
H 4.6181 -29.7215 17.6281 0.30 0.07 -0.24 0.25
H 6.3087 -29.2024 17.2847 -0.42 0.01 -0.15 0.34
H 5.7067 -30.7661 16.6620 -0.13 0.51 0.39 0.29
C 9.5724 -30.9240 6.3054 -2.07 -1.53 -1.30 -0.69
O 9.0209 -30.6756 4.9550 1.90 2.40 1.78 -0.37
C 8.1030 -31.4835 4.3641 0.94 -3.15 1.29 -0.80
C 7.5438 -30.7151 3.1531 1.58 -1.42 1.24 -0.20
N 8.7526 -30.3941 2.2666 0.55 0.57 -1.35 -0.18
H 9.6145 -30.0806 2.7542 -1.00 -0.46 0.81 0.41
H 9.0528 -31.2746 1.8230 -0.29 0.33 -0.09 0.40
C 8.6206 -29.2557 1.2384 0.60 0.71 -0.69 -0.70
C 7.7522 -29.4594 0.0526 -3.43 -1.60 -3.00 -0.59
O 6.4676 -29.6818 0.6577 -0.43 -0.03 0.77 -0.33
C 5.3160 -30.0290 -0.1480 0.16 -0.83 3.26 -0.73
H 10.0366 -30.0403 6.6451 -0.34 1.40 0.45 0.25
H 10.4087 -31.6065 6.3157 -0.02 -0.87 -0.52 0.31
H 8.7133 -31.3366 6.8986 1.03 0.67 -0.02 0.28
H 7.4143 -32.0304 5.0167 -1.71 1.83 0.52 0.50
H 8.6030 -32.5299 4.4165 0.19 0.88 -2.64 0.35
H 7.0609 -29.7879 3.4975 0.18 -0.48 -0.46 0.28
H 6.9338 -31.4399 2.6419 -0.56 0.50 -0.65 0.30
H 9.6024 -28.8966 0.8995 0.05 -0.54 0.48 0.44
H 8.1602 -28.4322 1.7780 0.05 -0.04 0.26 0.33
H 7.8679 -30.1328 -0.8914 0.94 -0.93 2.43 0.38
H 7.5964 -28.7070 -0.7271 0.79 1.96 1.24 0.46
H 4.8488 -30.9075 0.3130 1.01 -1.06 -0.53 0.25
H 5.7168 -30.1781 -1.0900 -0.50 -0.19 -2.33 0.37
H 4.4206 -29.4735 0.1004 0.43 1.85 -1.00 0.28
C -3.6392 -32.2156 16.8764 -0.02 0.10 0.84 -0.81
O -2.3816 -32.7119 16.4460 0.51 0.40 0.36 -0.37
C -2.3625 -33.8309 15.6076 1.40 -1.14 0.81 0.12
C -0.8533 -33.9237 15.2188 -0.70 1.92 0.47 -1.02
N -0.0278 -33.9994 16.4662 -4.30 -2.18 -0.32 0.20
H 0.7840 -33.5037 16.3470 2.99 1.03 -0.14 0.39
H -0.6513 -33.4518 17.0739 0.41 -0.04 0.70 0.43
C 0.1609 -35.4321 16.9283 0.43 0.82 -1.84 -0.49
C 0.7637 -35.3290 18.2673 0.19 1.13 2.01 -0.71
O 1.7400 -34.2350 18.2118 -0.37 -0.88 0.72 -0.26
C 2.7481 -34.3097 19.2744 -1.42 -1.76 -1.22 -0.82
H -4.3207 -33.0389 17.0460 -0.28 -0.28 0.11 0.40
H -4.1384 -31.4945 16.2151 0.58 -0.23 -0.15 0.18
H -3.4019 -31.7547 17.8437 -0.42 0.07 -0.27 0.28
H -2.9845 -33.6202 14.7800 -0.47 -0.32 -1.20 -0.06
H -2.6756 -34.7708 16.1534 -0.04 0.84 -0.50 0.36
H -0.6067 -32.9294 14.8573 -0.26 0.00 -0.33 0.13
H -0.4793 -34.6042 14.5051 -0.13 -1.09 -0.67 0.62
H 0.8498 -35.8966 16.1936 -0.24 0.42 0.40 0.32
H -0.8031 -35.9509 16.8204 0.30 0.28 0.51 0.38
H 1.2337 -36.2614 18.5268 0.35 -0.41 0.24 0.48
H -0.0459 -35.1278 19.0446 1.04 -0.01 -0.70 0.32
H 3.3400 -33.4392 19.2743 0.73 0.98 -0.52 0.24
H 3.3263 -35.2328 19.0811 0.01 0.57 0.41 0.32
H 2.2525 -34.3357 20.2249 -0.28 -0.30 0.64 0.34
C -11.3392 -27.6933 1.7678 -3.42 -0.61 0.01 -0.87
O -11.7721 -28.6614 2.7581 -0.71 0.63 -1.83 -0.35
C -10.8200 -29.2144 3.5918 2.36 1.05 -2.73 -0.52
C -11.5142 -30.2019 4.3833 -1.29 -2.21 0.79 0.33
N -12.8177 -29.6150 4.8966 -0.81 -1.27 -1.21 0.43
H -12.7379 -28.7633 5.4222 0.24 0.62 0.65 -0.01
H -13.3995 -29.4031 4.0344 0.64 0.22 0.74 0.59
C -13.7023 -30.6370 5.5945 0.89 -0.07 0.84 -0.28
C -14.4964 -31.3516 4.4916 0.43 0.55 0.19 -0.70
O -14.8994 -30.2991 3.6751 -0.22 1.21 -0.46 -0.39
C -15.7041 -30.4822 2.5199 0.18 -0.66 -0.10 -0.83
H -12.3297 -27.4774 1.2744 1.14 -0.06 0.16 0.25
H -10.6447 -27.9447 0.9809 0.54 -0.78 0.25 0.31
H -11.1015 -26.8149 2.2854 0.92 1.40 0.63 0.37
H -10.3158 -28.4198 4.1119 0.21 0.38 1.02 0.26
H -10.0257 -29.6204 2.8959 -0.47 -0.39 1.13 0.42
H -10.9092 -30.6512 5.1761 -0.38 0.42 0.06 -0.62
H -11.8452 -31.0547 3.7339 0.32 0.76 0.47 0.41
H -14.3280 -30.1212 6.3595 0.40 -0.27 -0.83 0.29
H -12.9793 -31.2901 6.1141 -0.67 -0.02 -0.05 0.22
H -15.3155 -31.9388 4.8735 -0.34 -0.16 0.36 0.49
H -13.8446 -31.9834 3.9168 0.40 -0.74 -0.18 0.38
H -15.7118 -31.5140 2.1806 0.07 -0.33 0.14 0.36
H -15.2866 -29.9101 1.6839 -0.24 0.23 0.41 0.27
H -16.7154 -30.2133 2.7875 -0.31 0.28 -0.30 0.28
N -9.1589 -31.6207 8.8475 -0.30 -0.71 -1.63 -0.47
S -9.3040 -31.7061 7.2073 -1.84 0.91 3.10 1.19
O -8.8804 -30.4330 6.6645 0.74 -1.07 -0.47 -0.71
O -10.5402 -32.2337 6.7188 0.19 0.07 -0.14 -0.66
F -8.3002 -32.8694 6.9634 0.66 0.68 -0.21 -0.24
S -10.3912 -31.1542 9.7901 4.61 -0.70 0.57 1.07
O -10.2596 -31.9804 10.9696 -1.20 0.90 -0.87 -0.62
O -11.5316 -30.7736 9.0865 -2.28 -0.20 -0.33 -0.49
F -9.7750 -29.7558 10.2568 -0.23 -0.16 0.18 -0.25
N -12.3587 -26.0916 8.9012 0.13 0.69 0.77 -0.41
S -12.0452 -27.0046 7.6399 -1.93 2.40 -2.62 1.03
O -11.0638 -26.4612 6.7144 -0.82 -0.90 1.28 -0.61
O -13.3276 -27.4116 7.0541 1.72 0.36 0.78 -0.86
F -11.4659 -28.2535 8.2312 1.03 -1.78 0.73 0.06
S -11.1712 -25.5289 9.8026 1.28 0.11 -1.31 1.17
O -10.1584 -26.5051 10.0635 -0.41 0.49 0.32 -0.49
O -11.6205 -24.6253 10.8405 -0.52 -0.99 -0.85 -0.74
F -10.4434 -24.5091 8.7726 -0.42 -0.38 0.61 -0.31
N 2.4409 -32.3848 14.0534 -3.21 2.84 -4.34 -0.05
S 1.2373 -32.1017 12.9266 -2.61 3.72 1.52 1.21
O 0.5683 -30.8434 13.3197 2.65 -2.09 -0.66 -0.64
O 0.3393 -33.1612 12.7324 0.32 -1.81 -0.37 -0.52
F 1.8918 -31.8588 11.5214 0.62 0.03 0.65 -0.21
S 3.2669 -33.6757 13.8887 2.83 -3.99 5.72 0.90
O 3.6208 -34.3270 12.7123 -0.58 0.24 -2.63 -0.54
O 2.8515 -34.4737 15.0188 -0.39 -0.15 -0.89 -0.55
F 4.6945 -33.1787 14.4385 -0.62 0.71 -0.61 -0.30
N -5.6289 -32.3151 11.5475 0.24 0.69 -0.58 -0.32
S -4.6990 -31.1928 10.8113 -3.54 -2.13 1.23 1.13
O -3.3819 -31.5595 10.7461 4.40 -0.16 0.50 -0.56
O -5.1924 -29.8984 11.0821 -0.09 1.29 -0.24 -0.63
F -5.1499 -31.5264 9.3600 -1.17 0.18 -1.20 -0.29
S -5.3437 -32.7115 13.0278 1.37 -0.22 -0.83 1.34
O -6.5749 -33.1376 13.6067 -0.11 -0.15 0.38 -0.80
O -4.3653 -31.8994 13.6566 -0.37 1.08 0.98 -0.64
F -4.4541 -34.0576 12.9730 -0.80 -0.34 -0.56 -0.34

=====

3.
30
Properties=species:S:1:pos:R:3:forces:R:3:mulliken_charge:R:1 method="wB97M-V/def2-TZVPD" total_charge=+2 energy_ev=-55785.4577 orbital_gap_ev=4.380 homo_energy_ha=-0.559
I 1.5771 3.2552 -1.6622 -0.18 -1.20 0.87 0.10
I 1.5474 -1.7540 -1.6744 -1.18 1.21 0.02 0.40
Tl 1.2049 0.7797 -0.3285 -0.36 0.04 0.35 0.79
P -0.8140 -0.1708 -2.6937 -2.56 -1.30 -1.95 0.32
C 0.1746 0.1277 -4.2306 1.31 0.06 0.54 -0.93
C -1.8801 -1.5529 -3.2641 0.33 -0.23 0.87 -1.02
H -2.4990 1.3218 -1.8447 -0.04 0.19 -0.39 0.42
H -2.6450 1.1378 -3.6234 0.39 -0.16 0.02 0.40
H -1.3654 2.2044 -2.9118 -0.24 -0.23 -0.04 0.36
C -1.9456 1.2800 -2.7890 0.42 0.34 1.30 -0.97
H -2.5441 -1.7966 -2.4229 0.06 -0.12 -0.50 0.40
H -2.4609 -1.2122 -4.1395 0.38 -0.07 0.36 0.43
H -0.4980 0.1847 -5.1006 -0.24 0.09 0.55 0.36
H 0.8871 -0.6893 -4.3860 -0.21 0.18 0.02 0.41
H -1.2473 -2.4206 -3.5086 -0.38 0.30 0.01 0.36
H 0.7380 1.0636 -4.1311 -0.10 -0.17 -0.15 0.31
C 3.9843 -1.0014 -0.0345 2.40 0.65 1.51 -0.05
O 4.9372 -0.7424 0.5250 -1.56 -0.50 -0.97 -0.04
Cl -1.4516 -0.4998 -0.2739 1.31 0.76 -1.23 -0.26
C 0.3700 -0.2498 5.5803 -0.22 0.25 -0.34 -0.13
C 1.0134 0.9100 5.1449 0.13 -0.02 -0.97 -0.60
C 1.0474 1.1950 3.7623 0.18 0.03 0.60 -0.12
N 0.4767 0.3932 2.8595 0.32 -0.10 -0.49 -0.08
C -0.1886 -0.6881 3.2768 -0.20 -0.32 0.37 0.00
C -0.3003 -1.0356 4.6422 0.17 0.45 -0.92 -0.65
H 0.3612 -0.5245 6.6337 -0.03 0.13 -0.22 0.41
H 1.5168 1.5865 5.8276 -0.10 -0.13 -0.05 0.37
H 1.5588 2.0739 3.3524 -0.19 -0.30 0.44 0.36
H -0.6379 -1.2935 2.4808 0.06 0.12 0.48 0.29
H -0.9173 -1.8819 4.9341 0.30 0.07 -0.09 0.37

=====

4.
53
Properties=species:S:1:pos:R:3:forces:R:3:nbo_charge:R:1 method="wB97M-V/def2-TZVPD" energy_ev=-46844.8472 orbital_gap_ev=8.295 homo_energy_ha=-0.308
Cd 0.1660 0.1441 -0.0338 -1.46 -0.40 -0.39 1.76
N 0.3767 -0.6010 -3.2154 2.57 2.65 -2.81 0.74
O 1.0377 -0.1084 -4.1078 2.61 1.32 -1.53 -0.53
O 0.7568 -0.4361 -2.0696 1.03 -0.57 2.99 -0.67
O -0.6176 -1.1086 -3.5314 -6.03 -3.69 0.32 -0.48
N -0.1756 1.0472 3.1601 1.39 2.35 0.31 0.75
O -0.1578 0.8069 1.9868 0.09 -2.05 -5.46 -0.69
O 0.8763 1.2757 3.6871 3.07 -0.23 2.56 -0.52
O -1.2232 1.2719 3.6254 -4.94 0.31 3.70 -0.48
N -1.2954 1.4795 -0.8527 -1.86 2.26 -2.89 -0.58
C -1.1985 2.0028 -2.1226 -0.20 -0.43 -0.93 0.06
C -2.2054 2.6457 -2.8909 0.18 -0.36 3.22 -0.25
C -3.4454 2.7543 -2.2352 0.49 -0.99 -0.20 -0.14
C -3.6123 2.1916 -0.9474 0.93 0.27 -1.36 -0.25
C -2.4953 1.6249 -0.3062 -1.55 0.85 0.31 0.06
H -0.3070 1.7830 -2.6913 0.60 0.06 0.47 0.22
H -1.9933 3.1385 -3.8282 0.04 -0.41 -0.11 0.24
H -4.2422 3.1433 -2.8519 -0.46 0.23 0.49 0.22
H -4.5862 2.1478 -0.4827 0.08 0.20 0.17 0.23
H -2.6465 1.3667 0.7315 0.40 -0.53 0.16 0.23
N -1.4805 -1.3629 0.3613 -3.82 -4.27 1.32 -0.54
C -1.6469 -2.0442 1.5773 0.38 2.08 -1.21 0.07
C -2.7717 -2.7403 1.9921 -0.53 0.30 -0.22 -0.27
C -3.8193 -2.9619 1.1329 0.42 1.78 -2.07 -0.13
C -3.6542 -2.4594 -0.2161 0.63 -0.58 1.88 -0.26
C -2.5103 -1.7087 -0.5311 0.73 0.33 1.24 0.04
H -0.9457 -1.8554 2.3766 0.54 0.31 -0.33 0.21
H -2.9619 -2.8924 3.0443 0.59 -0.39 0.13 0.23
H -4.7720 -3.2593 1.5455 -0.07 -0.51 -0.39 0.22
H -4.4177 -2.6561 -0.9542 0.08 0.20 -0.14 0.23
H -2.4049 -1.2933 -1.5225 0.09 0.08 -0.15 0.23
N 1.4028 -1.4460 0.4980 2.69 -4.93 0.66 -0.58
C 1.8601 -1.5420 1.7352 1.25 0.87 2.25 0.05
C 2.5869 -2.5752 2.3556 -0.34 -1.27 -1.88 -0.26
C 3.0332 -3.6201 1.5241 -0.80 0.89 0.55 -0.14
C 2.6725 -3.5498 0.1772 -1.75 0.28 0.45 -0.27
C 1.7289 -2.5843 -0.2116 0.64 0.78 -0.51 0.07
H 1.7866 -0.7007 2.4083 -0.82 0.57 -0.22 0.23
H 2.6383 -2.6224 3.4333 0.40 0.30 -0.04 0.23
H 3.4955 -4.5128 1.9187 0.38 0.11 0.02 0.22
H 2.8365 -4.3914 -0.4794 0.21 0.12 -0.15 0.23
H 1.2557 -2.6744 -1.1782 0.05 0.16 -0.15 0.22
N 1.7335 1.5137 -0.1190 4.73 3.35 -1.97 -0.57
C 1.6749 2.7365 0.4097 -0.24 0.22 1.55 0.06
C 2.7280 3.6436 0.5134 1.42 0.27 -1.02 -0.25
C 3.9782 3.3957 -0.1334 -1.82 -0.28 1.23 -0.13
C 4.0021 2.2251 -0.8518 -0.16 0.33 -0.48 -0.27
C 2.9050 1.4033 -0.8398 -1.02 -2.13 0.19 0.07
H 0.7573 2.9470 0.9388 -0.15 0.19 0.08 0.22
H 2.5844 4.5767 1.0379 -0.16 -0.08 0.15 0.23
H 4.8787 3.9809 -0.0189 -0.26 0.43 -0.01 0.23
H 4.8063 1.9545 -1.5200 0.20 -0.07 0.21 0.23
H 3.0281 0.5061 -1.4283 -0.48 -0.28 0.01 0.22